A structure of composition C35H47ClIrO3PSSi at a distorted geometry. Source: OMol25; level of theory: ωB97M-V/def2-TZVPD.

Last column: Löwdin charge in e.
Atoms and positions in Å:
C 1.40364 1.65694 0.61906  -0.21
C 1.47436 1.00370 -0.65169  -0.20
C 0.27923 1.33720 -1.40163  -0.18
H 2.26894 0.33840 -0.97681  0.11
C -0.51046 2.20050 -0.58146  -0.16
C 0.13539 2.33799 0.68585  -0.25
H -0.27409 2.88552 1.52812  0.09
H 2.15263 1.61343 1.40473  0.12
H 0.02529 0.99358 -2.40571  0.10
H -1.46774 2.65895 -0.82603  0.13
Ir -0.22971 0.26926 0.45964  0.87
Cl -1.52530 -1.43430 -0.25932  0.09
P 0.11105 -1.90823 -3.23059  1.06
C -0.40191 -1.13133 -4.81577  -0.39
C 0.35957 -1.15467 -5.99451  -0.08
H 1.34101 -1.62940 -6.00713  0.11
C -0.14356 -0.57761 -7.16283  -0.07
H 0.44726 -0.61816 -8.07880  0.11
C -1.39733 0.04332 -7.15493  -0.07
H -1.78768 0.48996 -8.06697  0.11
C -2.14976 0.09386 -5.97399  -0.08
H -3.13067 0.57289 -5.96723  0.11
C -1.65006 -0.47221 -4.80519  -0.12
H -2.21806 -0.42665 -3.87296  0.10
C 1.85214 -2.35076 -3.61647  -0.38
C 2.81248 -1.33519 -3.41873  -0.12
H 2.48946 -0.35609 -3.05900  0.08
C 4.15279 -1.57594 -3.69988  -0.08
H 4.88662 -0.78139 -3.54917  0.11
C 4.55393 -2.82873 -4.18116  -0.07
H 5.60146 -3.01250 -4.40897  0.11
C 3.60891 -3.84394 -4.36800  -0.07
H 3.91437 -4.81889 -4.74794  0.11
C 2.26384 -3.61253 -4.07015  -0.07
H 1.53654 -4.41416 -4.20275  0.11
C -0.71175 -3.54671 -3.36768  -0.40
C -1.33224 -4.02993 -4.53072  -0.08
H -1.37471 -3.41456 -5.42973  0.10
C -1.89012 -5.31051 -4.54537  -0.07
H -2.35063 -5.68495 -5.46029  0.11
C -1.85490 -6.10690 -3.39555  -0.09
H -2.28901 -7.10421 -3.41027  0.11
C -1.26400 -5.61858 -2.22327  -0.08
H -1.23316 -6.23439 -1.32236  0.11
C -0.71037 -4.34426 -2.20433  -0.14
H -0.28018 -3.94111 -1.28657  0.07
C -2.63597 -1.06833 5.24193  -0.03
C -2.57943 0.43210 4.99713  -0.64
C -3.27753 0.78291 3.69154  -0.03
C -3.23532 1.16393 6.16522  -0.02
O -1.20162 0.87383 4.96251  -0.15
Si 0.17686 0.63306 4.12215  -0.01
S -0.24721 -0.64892 2.47890  0.52
O 0.79760 2.11287 3.71864  -0.17
C 0.69026 3.46964 4.31236  -0.60
C 0.89307 4.48015 3.19548  -0.04
C -0.67907 3.67055 4.93838  -0.03
C 1.80353 3.64497 5.33344  -0.03
O 1.18540 -0.15260 5.16319  -0.13
C 2.56974 -0.58792 5.20381  -0.64
C 2.84310 -1.64471 4.14191  -0.04
C 3.51254 0.59029 5.00118  -0.03
C 2.81294 -1.20585 6.57952  -0.03
H -3.68942 -1.36842 5.34494  0.10
H -2.11460 -1.31005 6.17687  0.10
H -2.18625 -1.62490 4.40984  0.07
H -4.34375 0.53326 3.79904  0.10
H -3.18746 1.85641 3.47756  0.09
H -2.85463 0.21507 2.85136  0.05
H -2.73686 0.89941 7.10816  0.10
H -3.20227 2.25297 6.02244  0.09
H -4.28979 0.86359 6.24451  0.10
H 0.03765 4.48440 2.51216  0.07
H 0.97401 5.49273 3.61669  0.10
H 1.81640 4.27855 2.64251  0.10
H -0.81347 3.02468 5.81463  0.09
H -0.76715 4.72379 5.25628  0.11
H -1.47673 3.46876 4.20796  0.09
H 1.67420 2.95302 6.17546  0.09
H 2.78247 3.48715 4.86021  0.09
H 1.77833 4.67670 5.71818  0.10
H 2.71760 -1.24109 3.13004  0.07
H 3.87950 -2.00488 4.25424  0.10
H 2.16410 -2.49668 4.26357  0.09
H 3.35733 1.34898 5.77886  0.08
H 4.55446 0.23602 5.06903  0.10
H 3.36334 1.05168 4.01563  0.08
H 2.63869 -0.47607 7.37950  0.09
H 2.16033 -2.07169 6.74509  0.09
H 3.85532 -1.55214 6.66413  0.10

Highest occupied orbital energy (spin up / spin down) in eV: -6.831 / -10.535
Multiplicity: 6
E_LUMO (spin up / spin down) in Eh: -0.113 / -0.244
Total charge: +1

---

A structure of composition C35H47ClNP2V at a distorted geometry. Source: OMol25; level of theory: ωB97M-V/def2-TZVPD.

Last column: Löwdin charge in e.
Atoms and positions in Å:
C -0.95684 -1.66044 0.93047  -0.12
C -1.07887 -1.76727 -0.47416  -0.17
C 0.22957 -2.02513 -0.99833  -0.21
H -2.01615 -1.81504 -1.02026  0.12
C 1.17436 -1.96885 0.06122  -0.17
C 0.43564 -1.77473 1.26356  -0.15
H 0.82951 -1.92551 2.26376  0.10
H -1.78639 -1.61447 1.62698  0.11
H 0.46836 -2.34564 -2.00608  0.12
H 2.24113 -2.15091 -0.01859  0.13
V 0.18865 -0.09681 -0.07608  0.45
Cl 2.39166 0.86388 -0.42350  0.21
P -0.11409 0.44153 -2.61836  1.10
C 1.04992 -0.61084 -3.64674  -0.38
C 0.69790 -1.26037 -4.84229  -0.09
H -0.32074 -1.20332 -5.22276  0.10
C 1.65130 -1.98084 -5.57398  -0.06
H 1.34575 -2.51469 -6.47548  0.11
C 2.98703 -1.99928 -5.16574  -0.07
H 3.74181 -2.52542 -5.75328  0.11
C 3.36103 -1.30882 -4.00832  -0.06
H 4.40132 -1.27378 -3.68313  0.11
C 2.39768 -0.64292 -3.26185  -0.14
H 2.70622 -0.11985 -2.35203  -0.02
C -1.70099 0.05465 -3.51636  -0.33
C -2.15547 -1.27374 -3.61612  -0.13
H -1.61568 -2.08224 -3.11622  0.10
C -3.27386 -1.58778 -4.39112  -0.07
H -3.62365 -2.61885 -4.41664  0.11
C -3.90884 -0.59608 -5.14736  -0.07
H -4.72173 -0.86605 -5.81875  0.11
C -3.46466 0.72384 -5.06655  -0.06
H -3.93210 1.50409 -5.67231  0.11
C -2.41178 1.05177 -4.20842  -0.07
H -2.12605 2.09441 -4.10295  0.10
C 0.30438 2.05242 -3.43080  -0.35
C 0.90286 2.10046 -4.70198  -0.06
H 1.27165 1.18838 -5.17221  0.10
C 1.03632 3.31113 -5.38733  -0.06
H 1.47623 3.31487 -6.38617  0.11
C 0.60251 4.49612 -4.79272  -0.07
H 0.68903 5.44205 -5.32921  0.11
C 0.04067 4.47149 -3.50951  -0.07
H -0.29851 5.39588 -3.03962  0.11
C -0.10123 3.26040 -2.82237  -0.10
H -0.54503 3.23500 -1.82240  0.09
C -2.49511 0.50584 3.28507  -0.08
C -1.14207 0.76663 3.97773  -0.58
C -1.37525 1.61374 5.24960  -0.07
C -0.56428 -0.58256 4.42383  -0.08
P 0.03907 1.62775 2.76625  1.05
N -0.23987 0.98932 1.26289  -0.25
C -0.43766 3.43113 2.59761  -0.61
C 0.03367 4.25452 3.81175  -0.07
C 0.19424 3.99445 1.31409  -0.08
C -1.96067 3.53911 2.43748  -0.08
C 1.84706 1.50152 3.34528  -0.58
C 2.74245 2.51977 2.61880  -0.10
C 1.95818 1.74294 4.86536  -0.07
C 2.41738 0.11522 3.02899  -0.10
H -3.04010 -0.25611 3.86055  0.10
H -2.35853 0.12297 2.26834  0.04
H -3.12454 1.40141 3.22697  0.07
H -1.98527 1.01139 5.94255  0.10
H -0.43750 1.84507 5.77103  0.07
H -1.92445 2.54464 5.06075  0.07
H -0.40095 -1.26096 3.58063  0.05
H 0.36451 -0.48338 4.99662  0.07
H -1.29493 -1.06207 5.09458  0.10
H 1.12481 4.35526 3.85429  0.07
H -0.38566 5.26770 3.71768  0.10
H -0.32466 3.84986 4.76445  0.06
H -0.12183 3.41215 0.43625  0.05
H -0.14401 5.03714 1.19304  0.10
H 1.28686 4.00856 1.35065  0.06
H -2.31017 2.92279 1.59904  0.09
H -2.51280 3.27326 3.34505  0.06
H -2.20879 4.58584 2.20840  0.10
H 2.52040 3.56108 2.87963  0.07
H 3.78533 2.32754 2.91718  0.10
H 2.69828 2.36422 1.53302  0.01
H 1.44634 0.97548 5.45604  0.06
H 3.02558 1.70295 5.13630  0.10
H 1.58860 2.73077 5.16434  0.07
H 1.86292 -0.69520 3.51157  0.06
H 2.44985 -0.04598 1.94310  0.01
H 3.45261 0.07026 3.40273  0.11

Highest occupied orbital energy (spin up / spin down) in eV: -11.354 / -11.398
Multiplicity: 2
E_LUMO (spin up / spin down) in Eh: -0.127 / -0.115
Total charge: +1

---

A structure of composition C35H47F3N2NbO13P4S at a distorted geometry. Source: OMol25; level of theory: ωB97M-V/def2-TZVPD.

Last column: Löwdin charge in e.
Atoms and positions in Å:
C 5.97013 -1.32199 -1.41665  -0.12
C 5.71558 -0.61015 -2.77126  -0.27
C 4.32249 -0.98369 -3.34202  -0.23
C 3.19579 -0.59650 -2.33796  -0.23
C 1.83301 -0.31669 -3.06742  -0.32
C 0.59364 -0.69990 -2.18560  -0.36
Nb -1.09863 0.81346 -2.15032  0.94
P -2.83161 2.75944 -2.16098  0.48
N -4.31103 2.26675 -1.72971  -0.38
P -0.63732 1.17758 -4.67591  0.50
N -1.95308 1.60222 -5.51125  -0.41
P -2.67901 -0.96283 -2.78733  0.86
C -2.61957 -2.59250 -1.97046  -0.43
C -3.50063 -3.73938 -2.62964  -0.14
C -4.20578 -0.56213 -3.69545  -0.46
C -5.51484 -1.17991 -3.05049  -0.14
P 0.66218 2.59768 -1.52865  0.36
O 1.33778 3.19264 -2.70987  -0.40
O 0.08639 3.85420 -0.62576  -0.26
O 1.84363 1.90005 -0.56200  -0.24
S -1.37385 0.42631 0.40072  0.55
O -0.79139 1.53846 1.16927  -0.46
O -0.70226 -0.80303 0.84015  -0.42
C -3.12994 0.29268 1.03106  -0.73
F -3.68628 1.46570 1.24388  0.14
F -3.04286 -0.26715 2.26577  0.08
F -3.92791 -0.52416 0.34170  0.09
H 7.03608 -1.25794 -1.14083  0.06
H 5.65193 -2.37414 -1.45944  0.07
H 5.40837 -0.80012 -0.62688  0.06
H 6.47725 -0.96278 -3.48766  0.09
H 5.77282 0.48369 -2.66281  0.11
H 4.25884 -2.05633 -3.59136  0.11
H 4.14161 -0.38279 -4.25030  0.11
H 3.51487 0.31287 -1.80159  0.10
H 3.01670 -1.40130 -1.60504  0.11
H 1.87175 0.74164 -3.37242  0.05
H 1.87300 -0.91094 -3.99965  0.09
H 0.15671 -1.61440 -2.63606  0.02
H 0.97160 -0.99224 -1.19097  0.03
H -2.45925 3.83846 -1.31039  -0.07
H -2.88239 3.38144 -3.44739  -0.07
H -4.26699 1.26960 -1.51694  -0.12
H 0.43516 2.07087 -4.91305  -0.06
H -0.22376 -0.10289 -5.15319  -0.07
H -2.74552 1.71235 -4.88402  -0.13
H -2.85503 -2.61319 -0.89599  0.07
H -1.58308 -2.96821 -2.03351  0.06
H -3.96648 -3.35196 -3.54525  0.04
H -4.28045 -4.05935 -1.92824  0.07
H -2.85363 -4.58013 -2.91098  0.07
H -4.36552 0.52460 -3.72658  0.03
H -4.14840 -0.88950 -4.74874  0.07
H -6.28885 -0.40020 -3.00935  0.07
H -5.86578 -1.99914 -3.69070  0.06
H -5.31873 -1.52443 -2.02492  0.06
H 0.52580 3.83205 0.24148  0.04
H 1.43660 1.09793 -0.19123  0.02
C -0.84904 -3.39385 -9.24104  0.01
C -1.13019 -3.62344 -7.96134  0.02
C -1.50276 -2.51648 -7.04681  -0.38
O -1.75858 -2.72814 -5.87714  0.08
C -1.55092 -1.14743 -7.61209  0.01
C -1.26963 -0.91859 -8.89331  0.03
C -0.89778 -2.02246 -9.80775  -0.39
O -0.64232 -1.81909 -10.97752  0.09
H -0.57451 -4.18757 -9.92457  0.12
H -1.10078 -4.61689 -7.53094  0.12
H -1.82786 -0.34724 -6.92427  0.07
H -1.29945 0.07500 -9.32212  0.12
C 1.04692 2.99871 6.36014  0.02
C 1.14887 3.94669 5.43272  0.02
C 0.89908 3.64904 3.99990  -0.37
O 0.99683 4.51309 3.15370  0.11
C 0.53142 2.25817 3.64380  0.04
C 0.42840 1.31282 4.57574  0.03
C 0.67666 1.60861 6.00308  -0.38
O 0.58323 0.74232 6.85504  0.06
H 1.22824 3.19457 7.40971  0.12
H 1.41823 4.96723 5.67495  0.12
H 0.35538 2.05420 2.59182  0.08
H 0.16157 0.29118 4.33245  0.13
C -2.68802 1.11560 8.15842  0.03
C -1.91323 0.12503 8.59573  0.03
C -2.19519 -0.56011 9.88001  -0.38
O -1.49094 -1.46205 10.28407  0.10
C -3.37301 -0.10127 10.65707  0.01
C -4.14609 0.88849 10.21912  0.01
C -3.86415 1.57450 8.93395  -0.39
O -4.57232 2.47608 8.53626  0.10
H -2.49780 1.62829 7.22360  0.12
H -1.05146 -0.22136 8.04112  0.10
H -3.56308 -0.61412 11.59171  0.12
H -5.00897 1.23749 10.77244  0.12
C 5.88749 0.99551 4.13483  0.02
C 6.02889 0.00608 3.25626  0.02
C 5.42823 -1.32843 3.49778  -0.39
O 5.55411 -2.22959 2.69711  0.11
C 4.66465 -1.51746 4.75394  0.02
C 4.52281 -0.52787 5.63111  0.02
C 5.12197 0.80612 5.39012  -0.39
O 4.98914 1.71087 6.18883  0.10
H 6.31699 1.97650 3.97608  0.12
H 6.58125 0.12592 2.33275  0.12
H 4.23193 -2.49717 4.91157  0.12
H 3.96584 -0.64825 6.55210  0.12

Highest occupied orbital energy in eV: -5.798
Multiplicity: 1
E_LUMO in Eh: 0.000
Total charge: -1

---

A cluster of 10 separate species, C35H47F3O30 in total at a distorted geometry. Source: OMol25; level of theory: ωB97M-V/def2-TZVPD.

Last column: Löwdin charge in e.
Atoms and positions in Å:
O 2.28710 -7.36745 -16.96755  0.13
C 1.17099 -7.76544 -16.65353  -0.52
O 0.70882 -9.03312 -16.81730  0.05
C -0.69738 -9.13486 -16.52410  -0.03
C -0.92183 -7.78645 -15.89328  -0.26
F -1.06993 -8.04865 -14.53172  0.04
O 0.26384 -7.04096 -16.01605  0.15
H -1.10454 -9.09360 -17.53435  0.14
H -0.99295 -10.02441 -15.96783  0.15
H -1.82912 -7.31039 -16.26516  0.17
O 9.49349 1.03446 -16.79091  0.14
C 9.03375 -0.07676 -17.07804  -0.49
O 9.06890 -0.66941 -18.29146  0.09
C 8.65435 -1.93669 -18.21926  -0.13
C 8.04526 -2.08229 -16.85213  -0.35
F 8.51497 -3.20208 -16.32399  0.11
O 8.44501 -0.91179 -16.23880  0.17
H 7.91338 -2.12064 -18.99721  0.14
H 9.50257 -2.60549 -18.36536  0.14
H 6.95649 -2.11143 -16.89473  0.16
O -0.28779 -0.39957 -17.29127  0.17
C 0.27811 -1.20433 -17.99419  -0.48
O 1.65974 -1.43403 -18.01227  0.05
C 1.91317 -2.32189 -19.11276  -0.07
C 0.63732 -3.06505 -19.19369  -0.36
F 0.79511 -3.93366 -18.24310  0.11
O -0.29679 -2.08817 -18.81476  0.15
H 2.19916 -1.80016 -20.02605  0.14
H 2.75826 -2.98755 -18.93718  0.13
H 0.35179 -3.70200 -20.03087  0.18
C 5.28747 -6.28382 -15.35115  0.00
C 5.04881 -5.00580 -16.20594  -0.16
C 3.47801 -4.59661 -16.53715  -0.08
O 3.48672 -3.28539 -16.11213  0.04
C 4.70322 -2.97324 -15.51842  -0.63
O 4.94043 -1.80995 -15.22357  0.12
O 5.49542 -3.88509 -15.45890  0.16
H 6.36319 -6.40341 -15.22218  0.07
H 4.92787 -7.15790 -15.89407  0.07
H 4.74507 -6.44055 -14.41876  0.08
H 5.67321 -5.12512 -17.09136  0.14
H 2.79218 -5.22784 -15.97208  0.10
H 3.23309 -4.66000 -17.59739  0.11
C 5.60552 -3.20544 -10.71874  -0.01
C 6.03704 -2.54953 -11.97326  -0.35
C 6.29011 -1.09622 -11.93261  -0.10
O 7.38938 -1.01557 -12.80599  0.09
C 7.96840 -2.19258 -13.00278  -0.54
O 9.01327 -2.33355 -13.64122  0.11
O 7.29141 -3.14542 -12.35969  0.12
H 6.29526 -2.91002 -9.92812  0.10
H 5.65006 -4.29321 -10.77236  0.08
H 4.54373 -3.01887 -10.55782  0.08
H 5.24519 -2.57808 -12.72176  0.13
H 6.43795 -0.69991 -10.92802  0.14
H 5.42650 -0.54177 -12.29987  0.13
C 8.49591 -10.06200 -14.25295  0.00
C 8.45581 -8.95124 -13.18856  -0.31
C 8.79984 -7.61755 -13.78315  -0.15
O 8.04898 -6.67376 -13.05862  0.05
C 6.96891 -7.41090 -12.49397  -0.51
O 6.02465 -6.95539 -11.86123  0.12
O 7.16063 -8.68887 -12.67756  0.10
H 9.50071 -9.99272 -14.66968  0.09
H 7.77213 -9.90689 -15.05306  0.08
H 8.25825 -11.00179 -13.75453  0.09
H 9.05257 -9.20193 -12.31155  0.16
H 8.66931 -7.57992 -14.86466  0.11
H 9.86573 -7.42353 -13.66342  0.14
C 8.81880 -8.12393 -21.32539  -0.01
C 9.08825 -7.28316 -20.05369  -0.31
C 8.15568 -6.14355 -19.88372  -0.11
O 7.53532 -6.26234 -18.59784  0.07
C 7.91270 -7.42904 -18.02722  -0.48
O 7.56852 -7.83985 -16.91499  0.11
O 8.76769 -8.01539 -18.88314  0.08
H 7.81093 -8.53675 -21.36878  0.09
H 9.65848 -8.81238 -21.42065  0.09
H 8.78209 -7.63600 -22.29940  0.08
H 10.12705 -7.04803 -19.82192  0.16
H 7.40365 -6.17926 -20.67194  0.13
H 8.77235 -5.25623 -20.02678  0.14
C 1.25719 -3.98375 -10.50607  0.00
C 1.03189 -4.42433 -11.98753  -0.32
C 2.25789 -4.23298 -12.82961  -0.10
O 2.45512 -5.45712 -13.45816  0.09
C 1.76469 -6.39637 -12.93512  -0.57
O 1.83851 -7.53769 -13.21395  0.18
O 0.96888 -5.79574 -11.96995  0.08
H 2.23673 -4.33307 -10.17963  0.08
H 0.56821 -4.09724 -9.66909  0.08
H 1.39796 -2.90475 -10.56955  0.07
H 0.19692 -3.92840 -12.48248  0.16
H 3.15735 -3.90104 -12.31107  0.13
H 1.98926 -3.59209 -13.66935  0.13
O 1.77401 -1.08863 -12.41138  0.10
C 2.13095 -0.34750 -13.33207  -0.61
O 1.61094 -0.37290 -14.45043  0.12
C 2.18142 0.50881 -15.37384  -0.10
C 3.30432 1.10820 -14.61082  -0.12
O 3.18335 0.51320 -13.31684  0.07
H 2.58979 -0.20221 -16.09203  0.12
H 1.43789 1.23376 -15.70506  0.14
H 3.30958 2.19652 -14.67110  0.13
H 4.28999 0.84285 -14.99311  0.12
O 4.89815 -13.19598 -14.62402  0.15
C 4.32581 -12.14017 -14.66682  -0.55
O 4.78229 -11.09283 -15.38156  0.06
C 3.87712 -10.03154 -15.29109  -0.12
C 3.01968 -10.44987 -14.09745  -0.16
O 3.17038 -11.81204 -14.05615  0.09
H 4.39519 -9.09211 -15.09828  0.12
H 3.27101 -10.04175 -16.19697  0.12
H 2.00353 -10.11383 -14.30387  0.12
H 3.40481 -9.93022 -13.22009  0.14

Highest occupied orbital energy in eV: -10.056
Multiplicity: 1
Structure (SMILES): O=C1OC[C@@H](F)O1.O=C1OC[C@@H](F)O1.O=C1OC[C@@H](F)O1.C[C@H]1COC(=O)O1.C[C@H]1COC(=O)O1.C[C@H]1COC(=O)O1.C[C@H]1COC(=O)O1.C[C@H]1COC(=O)O1.O=C1OCCO1.O=C1OCCO1
E_LUMO in Eh: -0.011